1.
# C48H47CoN9O7S

A structure of composition C48H47CoN9O7S (ωB97M-V/def2-TZVPD, the Open Molecules 2025 dataset).

```
113
Properties=species:S:1:pos:R:3:mulliken_spin:R:1
Co 0.30 -0.42 0.03 0.85
N 0.90 1.08 1.48 0.02
C 1.41 0.44 2.68 0.00
C 1.88 -1.03 2.40 0.00
O 2.47 -1.63 3.29 0.00
O 1.58 -1.50 1.27 -0.01
H 1.63 1.61 1.02 0.00
H 0.11 1.70 1.67 0.00
H 0.61 0.36 3.43 0.00
H 2.26 0.98 3.12 0.00
C -4.80 2.98 -1.95 0.00
C -3.78 4.13 -1.89 0.00
N -2.83 4.11 -0.81 0.00
C -3.17 4.70 0.46 0.00
C -3.97 3.77 1.37 0.00
C -1.72 3.29 -0.90 0.00
S -0.38 3.67 0.03 0.00
N -1.76 2.44 -1.90 0.00
C -1.32 1.20 -2.06 0.00
O -1.06 0.39 -1.14 0.02
C -1.41 0.75 -3.47 0.00
C -1.03 -0.54 -3.84 0.00
C -1.15 -0.96 -5.15 0.00
C -1.64 -0.11 -6.12 0.00
C -2.02 1.18 -5.77 0.00
C -1.91 1.60 -4.46 0.00
H -5.42 3.08 -2.84 0.00
H -5.45 2.97 -1.07 0.00
H -4.26 2.04 -2.00 0.00
H -4.32 5.08 -1.84 0.00
H -3.20 4.10 -2.82 0.00
H -3.73 5.63 0.27 0.00
H -2.23 4.96 0.95 0.00
H -4.95 3.54 0.94 0.00
H -4.13 4.24 2.34 0.00
H -3.42 2.85 1.51 0.00
H -0.62 -1.19 -3.09 0.00
H -0.85 -1.97 -5.42 0.00
H -1.73 -0.43 -7.16 0.00
H -2.41 1.85 -6.52 0.00
H -2.20 2.60 -4.18 0.00
C 0.93 -5.73 -1.35 0.00
N 0.31 -4.44 -1.32 0.00
C -1.00 -4.15 -1.63 0.00
C -1.15 -2.81 -1.42 0.00
N 0.03 -2.28 -1.02 0.00
C 0.89 -3.27 -0.96 0.00
H 0.17 -6.50 -1.22 0.00
H 1.66 -5.80 -0.55 0.00
H 1.44 -5.91 -2.30 0.00
H -1.68 -4.91 -1.96 0.00
H -2.02 -2.20 -1.52 0.00
H 1.90 -3.18 -0.64 0.00
O -1.95 1.13 2.26 0.00
C -1.86 -0.07 2.38 0.01
N -2.43 -0.73 3.47 0.00
C -2.03 -2.11 3.50 0.00
C -1.38 -2.21 2.05 0.03
O -1.09 -3.28 1.57 0.00
N -1.29 -0.98 1.54 0.02
C -3.23 -3.01 3.66 0.00
C -4.01 -3.35 2.55 0.00
C -5.12 -4.16 2.70 0.00
C -5.48 -4.63 3.95 0.00
C -4.72 -4.29 5.06 0.00
C -3.61 -3.48 4.91 0.00
C -0.96 -2.46 4.50 0.00
C -0.55 -3.79 4.59 0.00
C 0.43 -4.16 5.49 0.00
C 1.01 -3.22 6.32 0.00
C 0.62 -1.90 6.23 0.00
C -0.36 -1.52 5.33 0.00
H -2.64 -0.21 4.31 0.00
H -3.72 -2.99 1.58 0.00
H -5.70 -4.42 1.83 0.00
H -6.34 -5.28 4.06 0.00
H -5.00 -4.66 6.03 0.00
H -3.02 -3.22 5.78 0.00
H -0.99 -4.52 3.93 0.00
H 0.74 -5.20 5.55 0.00
H 1.79 -3.51 7.01 0.00
H 1.08 -1.15 6.86 0.00
H -0.64 -0.48 5.27 0.00
O 1.45 0.40 -3.32 0.00
C 2.27 0.13 -2.46 0.00
N 3.55 -0.28 -2.80 0.00
C 4.41 -0.33 -1.65 0.00
C 3.36 0.14 -0.54 0.01
O 3.72 0.43 0.58 0.00
N 2.15 0.21 -1.11 0.04
C 5.56 0.63 -1.81 0.00
C 5.36 2.00 -1.63 0.00
C 6.38 2.90 -1.85 0.00
C 7.63 2.46 -2.27 0.00
C 7.84 1.10 -2.46 0.00
C 6.82 0.20 -2.23 0.00
C 4.84 -1.72 -1.30 0.00
C 5.73 -1.95 -0.25 0.00
C 6.16 -3.23 0.02 0.00
C 5.71 -4.30 -0.73 0.00
C 4.77 -4.09 -1.73 0.00
C 4.33 -2.81 -2.00 0.00
H 3.90 -0.14 -3.73 0.00
H 4.39 2.35 -1.30 0.00
H 6.21 3.96 -1.69 0.00
H 8.43 3.16 -2.45 0.00
H 8.81 0.75 -2.78 0.00
H 6.99 -0.86 -2.38 0.00
H 6.06 -1.11 0.35 0.00
H 6.86 -3.39 0.83 0.00
H 6.06 -5.30 -0.52 0.00
H 4.37 -4.92 -2.29 0.00
H 3.59 -2.63 -2.77 0.00
```

**Highest occupied orbital energy (alpha / beta)**: -2.333 / -2.364 eV
**Kohn-Sham gap (alpha / beta)**: 6.5 / 6.5 eV
**Net charge**: -2
**⟨S²⟩**: 0.7580
**Spin multiplicity**: 2

=====

2.
# C24H21NO

A cluster of 2 separate species, C24H21NO in total (ωB97M-V/def2-TZVPD, the Open Molecules 2025 dataset).

```
47
Properties=species:S:1:pos:R:3:lowdin_charge:R:1
C -0.02 -3.75 -0.49 -0.09
C -0.76 -2.94 -1.38 -0.08
C -0.77 -1.56 -1.21 -0.02
C -0.27 -0.98 -0.01 -0.20
C -0.65 0.36 0.39 -0.16
C -1.84 0.93 -0.32 -0.30
O -1.82 1.96 -1.00 0.08
C -3.17 0.23 -0.08 -0.14
C -3.37 -0.73 0.92 -0.02
C -4.55 -1.47 1.02 -0.07
C -5.62 -1.17 0.18 -0.08
C -5.47 -0.17 -0.80 -0.08
C -4.26 0.53 -0.91 -0.02
C -0.72 0.66 1.75 -0.30
N -0.89 0.95 2.88 0.18
C 0.52 -1.79 0.84 -0.04
C 0.66 -3.15 0.57 -0.09
H 0.06 -4.82 -0.68 0.10
H -1.32 -3.41 -2.20 0.11
H -1.18 -0.92 -2.00 0.12
H -2.55 -0.92 1.63 0.11
H -4.62 -2.26 1.77 0.11
H -6.55 -1.72 0.29 0.10
H -6.30 0.06 -1.47 0.10
H -4.16 1.31 -1.67 0.12
H 1.01 -1.34 1.71 0.09
H 1.32 -3.75 1.21 0.10
C 0.91 2.83 0.60 -0.07
C 1.71 1.58 0.79 -0.19
C 2.14 1.19 2.16 -0.05
C 2.63 1.22 -0.26 -0.18
C 3.56 0.14 -0.09 -0.02
C 4.68 0.03 -0.90 -0.07
C 4.95 1.01 -1.87 -0.07
C 3.99 1.98 -2.16 -0.07
C 2.82 2.05 -1.41 -0.01
H 1.58 3.66 0.31 0.10
H 0.20 2.70 -0.22 0.07
H 0.35 3.11 1.50 0.09
H 3.21 1.41 2.33 0.11
H 1.56 1.71 2.92 0.08
H 2.06 0.10 2.29 0.07
H 3.41 -0.58 0.72 0.11
H 5.37 -0.79 -0.70 0.11
H 5.91 0.99 -2.39 0.11
H 4.15 2.71 -2.95 0.11
H 2.11 2.85 -1.62 0.11
```

**Highest occupied orbital energy**: -7.098 eV
**Kohn-Sham gap**: 5.4 eV
**Net charge**: 0

=====

3.
# C3H8NOS

The ion C3H8NOS with charge +1 (ωB97M-V/def2-TZVPD, the Open Molecules 2025 dataset).

```
14
Properties=species:S:1:pos:R:3:lowdin_charge:R:1
C 1.06 0.02 1.28 0.06
C 1.71 0.67 0.08 -0.49
C -0.86 0.41 -0.34 -0.54
N -1.53 -0.68 -1.21 0.20
O -1.88 0.98 0.37 0.03
S 0.47 1.51 -1.03 0.91
H 1.67 -0.85 1.62 0.10
H 0.54 0.61 1.90 0.03
H 2.53 1.26 0.27 0.05
H 2.11 -0.06 -0.67 0.08
H -1.68 -1.60 -0.80 0.17
H -1.11 -0.73 -2.16 0.17
H -2.53 -0.32 -1.32 0.19
H -1.88 1.88 0.25 0.06
```

**Highest occupied orbital energy (alpha / beta)**: -12.857 / -13.321 eV
**Kohn-Sham gap (alpha / beta)**: 8.0 / 9.2 eV
**Net charge**: +1

=====

What energy above the lowest of the compared OMol25 structures with the same formula, charge and spin values result from the calculations? In sequence: 78.6 174.1 382.1 kJ/mol.